1.
# C34H77B3I2N8O14

A structure of composition C34H77B3I2N8O14 (ωB97M-V/def2-TZVPD, the OMol25 dataset).

Output
Total energy (eV): -95329.865
Orbital gap (eV): 8.6477
LUMO level (eV): 0.22
Strongest force on any atom (Eh/bohr): 0.0217

Cartesian coordinates (Å):
1 H -0.931 -6.839 -1.015
2 H -6.437 -5.466 5.046
3 H -2.235 -3.469 1.223
4 H -3.154 -3.476 5.383
5 H 1.309 5.991 -2.917
6 H -9.936 -4.242 5.366
7 C -7.229 -6.209 4.942
8 O 6.282 4.217 -4.751
9 C 1.796 -8.804 -1.270
10 C 1.468 3.231 -1.628
11 H -0.045 0.463 -0.155
12 O -1.135 -0.698 4.585
13 C -5.973 -2.072 4.679
14 H 2.701 6.760 -2.154
15 C -5.281 4.810 1.310
16 H -6.822 -2.377 4.073
17 C 7.291 4.599 -2.646
18 H -4.111 2.650 3.401
19 H 0.362 -1.937 2.564
20 H 1.728 -9.088 -2.320
21 H -1.240 1.293 2.708
22 H 0.455 -8.897 1.179
23 H -8.493 -6.403 7.427
24 H 8.255 3.847 -4.407
25 H -0.404 -9.940 0.026
26 H -2.249 -2.194 -4.940
27 C 8.236 3.990 -0.562
28 C 7.381 -0.232 -1.162
29 H 1.316 9.705 -2.582
30 H -2.779 -2.198 4.229
31 H 7.438 4.560 -0.089
32 H 7.200 2.676 -3.661
33 H -6.957 -7.106 5.491
34 H 0.219 2.291 2.657
35 C 0.485 7.309 -0.698
36 H -0.086 8.931 -3.349
37 C 0.749 -2.616 1.785
38 H -1.688 -1.933 1.917
39 O -3.840 -4.315 2.886
40 H -5.818 -0.995 4.568
41 H 0.918 -3.484 -0.774
42 H -1.888 -2.085 0.154
43 H 0.593 2.643 0.214
44 C -0.621 0.266 5.127
45 H 2.095 1.817 -0.132
46 H -1.295 -0.237 -4.898
47 O -8.464 -3.962 3.989
48 C -3.517 -2.547 4.939
49 N -4.786 -2.790 4.264
50 I -1.279 1.392 -2.319
51 C -9.145 -6.370 6.552
52 H 6.679 0.090 -1.924
53 I 4.017 -1.147 -2.770
54 H 7.515 -1.298 -1.307
55 O -2.173 3.043 1.515
56 O 0.577 -6.593 -2.353
57 H -5.680 5.277 2.213
58 C -4.815 -3.686 3.265
59 H 0.567 3.703 -2.012
60 N 0.527 -8.263 -0.815
61 H -10.062 -5.850 6.818
62 H 0.588 -4.857 0.286
63 C -1.239 -0.077 -5.972
64 H 9.044 0.097 -2.408
65 N -4.302 3.801 1.660
66 H -0.523 0.340 6.224
67 H 2.580 -8.052 -1.172
68 C 8.719 0.434 -1.428
69 C 0.461 2.453 5.183
70 H 6.384 4.375 -2.082
71 H -3.650 -1.799 5.715
72 H -5.756 2.761 2.735
73 C 0.453 9.060 -2.408
74 H 0.438 2.276 6.256
75 H 6.982 -0.049 -0.174
76 H -5.814 -3.805 2.814
77 B 2.324 2.739 -2.833
78 H -2.856 -1.277 -8.491
79 H -2.811 4.755 0.623
80 H 5.679 2.340 -5.443
81 B 4.324 2.953 -3.800
82 O 4.638 1.888 -2.913
83 H 6.833 2.394 -0.792
84 O 1.925 -2.937 1.724
85 H 2.054 -9.676 -0.674
86 H 0.346 0.515 2.615
87 H -1.270 -2.050 -8.523
88 C 5.264 3.266 -5.035
89 H -6.190 -2.293 5.728
90 H -9.392 -7.392 6.257
91 C -1.829 -1.199 -8.133
92 H -4.820 5.578 0.693
93 C 0.164 -3.945 -0.135
94 H 9.478 0.074 -0.730
95 H -7.332 -6.447 3.883
96 H -0.191 0.054 -6.253
97 H -4.533 1.738 1.948
98 C -0.206 1.363 3.027
99 O 8.709 1.852 -1.498
100 N -0.205 -3.037 0.937
101 C 0.367 0.945 -1.030
102 H 2.004 7.462 -3.630
103 H 1.499 2.584 4.870
104 C -8.987 -4.567 4.906
105 N -8.483 -5.683 5.461
106 N -1.804 -1.209 -6.681
107 C -3.024 3.869 1.245
108 C -4.703 2.673 2.484
109 C 0.035 -7.172 -1.433
110 C 1.776 6.951 -2.698
111 H 1.000 0.227 -1.524
112 H -0.207 9.544 -1.691
113 N 0.883 7.774 -1.897
114 C 7.308 3.733 -3.886
115 H 7.229 5.630 -2.987
116 H 9.178 4.122 -0.041
117 H -0.712 -4.191 -0.729
118 H -0.092 3.368 4.963
119 H -0.189 8.002 -0.165
120 H -1.386 -0.276 -8.497
121 C -2.314 -2.278 -6.038
122 H 2.028 4.029 -1.149
123 H -6.104 4.359 0.753
124 H -1.793 0.831 -6.223
125 C -0.168 -8.905 0.283
126 C 1.167 2.166 -0.575
127 C 7.896 2.493 -0.554
128 O -2.802 -3.244 -6.591
129 H 8.036 2.094 0.452
130 O 8.469 4.461 -1.877
131 O 3.155 3.613 -3.535
132 B 3.640 0.952 -3.013
133 N -0.133 1.333 4.482
134 H 4.648 3.705 -5.815
135 H -1.094 -8.376 0.496
136 O 2.381 1.402 -3.266
137 O 0.824 6.238 -0.231
138 C -1.586 -2.607 1.068


2.
# C34H78B5F23N5O7

A cluster of 11 separate species, C34H78B5F23N5O7 in total (ωB97M-V/def2-TZVPD, the OMol25 dataset).

Output
Charge: -1
Total energy (eV): -124216.587
Orbital gap (eV): 4.2202
LUMO level (eV): -1.24
Strongest force on any atom (Eh/bohr): 0.1348

Cartesian coordinates (Å):
1 C 0.234 5.946 -3.474
2 H -3.388 4.541 1.446
3 H -2.639 3.652 0.137
4 H -7.293 0.809 3.991
5 H -3.708 0.845 -0.329
6 H 0.446 -1.716 9.588
7 F -1.584 -3.783 4.578
8 H 1.584 -1.359 -3.610
9 C -0.098 5.859 -0.976
10 C -3.374 0.605 2.828
11 H 1.181 -3.538 -7.403
12 H 4.491 -0.070 1.186
13 F 0.076 -2.334 4.857
14 C 2.899 -4.579 -5.584
15 C 1.719 4.458 -2.017
16 F 0.093 -6.546 -1.483
17 H 0.451 3.145 -4.904
18 C 0.079 -1.169 0.030
19 H -0.823 1.911 -4.939
20 C 0.909 2.131 -2.623
21 H -2.634 1.931 -2.960
22 N -1.068 -2.062 -0.030
23 F -0.814 4.272 1.896
24 F -3.133 -0.794 -2.238
25 F 4.120 -4.331 1.024
26 C 0.303 5.069 -2.188
27 H -0.815 -0.128 4.873
28 C 4.680 -2.801 -0.853
29 H -1.490 -1.861 -0.931
30 H -4.165 3.178 3.934
31 H 0.494 6.776 -0.844
32 F 0.001 2.263 2.396
33 C 4.950 -5.336 -4.248
34 C 2.011 3.205 -2.842
35 C -1.664 1.681 -2.517
36 B 0.251 -5.269 -1.091
37 F -2.073 -1.800 5.404
38 H 1.890 -2.228 -6.423
39 F 1.339 1.015 -5.775
40 C -5.664 1.828 3.162
41 C 0.071 0.459 4.872
42 C 5.496 0.081 0.820
43 C 0.574 -0.822 6.961
44 H -4.756 1.945 5.067
45 H -0.767 6.255 -3.769
46 H -0.839 -3.097 -0.023
47 H 6.231 -0.295 1.539
48 F 6.201 -4.370 0.322
49 H 4.666 -6.407 -4.333
50 H 0.587 -1.375 2.098
51 C 1.543 -0.627 8.140
52 H -0.151 1.527 4.769
53 H 0.658 5.398 -4.311
54 B -4.300 -1.298 -1.538
55 C 1.019 -1.615 1.126
56 H 0.852 -1.804 6.537
57 H 0.031 -2.287 -3.683
58 H 2.974 2.841 -2.503
59 H 2.169 -1.470 10.033
60 C 0.475 -1.297 -3.534
61 H 0.254 -2.609 -6.111
62 C -4.504 1.373 0.181
63 H -2.701 0.586 3.686
64 H -4.324 4.350 -0.080
65 N -0.694 4.003 -2.343
66 N 2.920 -4.692 -3.109
67 F 1.506 -5.187 -0.488
68 F 1.191 3.772 1.172
69 C 3.735 -4.458 -4.317
70 B 0.603 0.637 -6.869
71 F 4.638 -5.339 -0.835
72 H 5.643 1.140 0.685
73 N -5.372 2.589 1.871
74 C 0.936 -1.185 -1.235
75 H -1.367 3.574 -4.866
76 H -3.083 -0.262 2.261
77 H 4.906 -0.451 -1.278
78 H -1.741 -1.854 0.701
79 N 1.244 0.692 8.789
80 F -4.011 -1.352 -0.172
81 F -1.415 -1.970 3.233
82 O 0.055 -0.796 -2.253
83 F -0.314 -0.298 -6.559
84 H 0.727 0.181 4.054
85 C 1.201 -3.042 -6.396
86 C 4.876 -4.237 -0.054
87 H 0.112 -0.591 -4.297
88 C 5.677 -0.648 -0.509
89 H 6.633 -0.450 -0.987
90 H 1.028 1.258 -3.290
91 H 1.869 4.274 -0.938
92 H 0.458 0.763 9.437
93 H -1.115 6.237 -1.080
94 H 1.920 -4.617 -3.163
95 H 1.283 -2.675 1.080
96 H -5.297 1.637 -0.487
97 H 3.420 -4.185 -6.464
98 C -4.877 0.491 3.134
99 F 1.416 0.141 -7.822
100 F -4.547 -2.520 -1.987
101 O 1.650 -3.984 -5.386
102 H 1.025 1.818 -1.591
103 H 2.569 -0.567 7.696
104 H 2.070 3.436 -3.908
105 H -1.765 1.580 -1.418
106 H 0.843 6.793 -3.247
107 H 1.796 -0.522 -1.052
108 O 5.683 -2.037 -0.187
109 B -1.241 -2.471 4.507
110 H 2.092 1.044 9.302
111 H 2.463 5.230 -2.306
112 H 1.760 -2.607 8.663
113 H 3.398 -4.025 -2.464
114 H 0.005 5.286 -0.068
115 H 1.368 -2.213 -1.358
116 H -7.677 2.443 3.434
117 H 5.606 -4.993 -5.060
118 C -0.555 2.628 -2.918
119 O -1.917 4.327 -2.137
120 F -0.621 2.726 0.272
121 H 5.449 -5.119 -3.307
122 H -1.400 0.687 -2.871
123 H 3.108 -5.612 -2.737
124 O 4.783 -2.978 -2.139
125 C 1.467 -1.715 9.196
126 O -6.236 3.301 1.388
127 H -5.263 -0.253 2.436
128 F 0.188 -4.418 -2.179
129 H -2.101 1.843 1.470
130 O 0.774 0.358 6.146
131 H -0.418 -0.967 7.373
132 C -3.623 3.878 0.618
133 C -0.574 2.888 -4.520
134 F -0.683 -4.858 -0.171
135 H 1.018 1.285 7.970
136 H -2.673 2.718 2.771
137 H 3.660 -2.471 -0.456
138 C -4.079 2.492 1.145
139 H -7.486 1.163 2.265
140 H -0.346 -0.161 0.197
141 C -2.989 1.921 2.084
142 H -5.707 3.368 4.781
143 B -0.030 3.247 1.452
144 F -0.084 1.750 -7.356
145 H 2.735 -5.648 -5.790
146 H -5.036 -0.034 4.052
147 H 1.926 -1.031 1.055
148 F -5.344 -0.404 -1.779
149 H -4.896 0.657 0.876
150 C -5.034 2.660 4.326
151 C -7.150 1.556 3.217
152 H 4.103 -3.432 -4.218


3.
# C34H78Br2F3N8O10P4

A cluster of 3 separate species, C34H78Br2F3N8O10P4 in total (ωB97M-V/def2-TZVPD, the OMol25 dataset).

Output
Charge: +1
Total energy (eV): -254304.877
Orbital gap (eV): 7.0566
LUMO level (eV): -2.39
Strongest force on any atom (Eh/bohr): 0.1452

Cartesian coordinates (Å):
1 O 4.762 -4.861 -0.475
2 H 3.918 3.538 0.635
3 C 1.814 3.954 0.664
4 H 4.042 -7.709 -4.732
5 H 3.267 -5.088 -4.183
6 H -3.909 0.358 1.082
7 H 3.090 1.342 0.348
8 O -1.238 5.225 4.445
9 N -0.221 0.580 -5.155
10 H 2.218 -6.495 -4.466
11 H 2.575 0.591 3.895
12 C -5.407 5.202 4.664
13 H 0.969 2.161 -0.157
14 H 4.419 1.698 3.020
15 H 0.075 -3.311 -4.703
16 H -2.434 -0.480 0.824
17 H -6.382 5.078 5.122
18 C -1.120 3.871 2.038
19 H 1.812 1.216 -5.396
20 O -0.168 0.333 1.321
21 H 3.314 3.666 2.239
22 O -6.216 2.701 4.009
23 C 3.894 -0.294 2.457
24 H -0.010 3.569 -0.323
25 H 5.142 -8.046 0.412
26 C -3.576 3.801 1.179
27 H 1.940 -5.465 -3.080
28 H -4.832 1.805 2.322
29 H -3.338 5.944 1.057
30 H 1.546 -3.162 -5.679
31 C 4.587 -7.323 -3.867
32 C -1.034 1.423 1.275
33 H 3.627 -0.879 1.586
34 H 1.546 -7.799 0.179
35 H 0.084 0.114 0.403
36 C 3.074 3.264 1.254
37 H 7.048 -6.119 -0.082
38 P -0.048 -0.433 -3.735
39 H -2.582 -1.405 3.221
40 H -0.043 2.454 -4.127
41 O 1.012 4.414 3.863
42 H 0.124 -2.343 -6.213
43 H -1.634 0.460 3.027
44 O -2.694 1.069 5.589
45 H -3.397 -1.295 -2.712
46 C -3.035 -0.028 1.596
47 H -2.684 -0.438 -5.628
48 C -2.361 -1.346 -5.101
49 N 2.901 -6.392 -0.553
50 C 1.926 -5.352 -0.237
51 H 5.063 1.210 1.435
52 H 1.908 -0.839 3.128
53 H 2.656 -0.869 -3.279
54 C 2.811 -0.416 3.553
55 H -3.782 2.941 0.556
56 H -4.924 2.547 6.299
57 H -5.277 4.185 6.800
58 C -4.588 3.570 6.240
59 N 5.582 -6.974 -1.374
60 H -3.535 -2.071 1.856
61 H 1.384 -5.599 0.680
62 F -4.985 4.484 -2.774
63 C -0.178 2.671 1.638
64 F -3.490 3.363 -1.791
65 C -0.764 1.905 -4.741
66 C -2.580 3.515 2.315
67 O -0.459 2.007 4.640
68 P -2.045 2.283 4.721
69 N -2.814 2.189 2.957
70 H -1.005 4.494 1.163
71 O -1.429 1.555 -0.061
72 C 2.211 -7.662 -0.677
73 H -0.792 6.709 2.247
74 H -4.917 5.984 5.228
75 Br -4.727 7.145 -1.036
76 N 1.085 -1.449 -4.563
77 C -3.314 5.078 0.410
78 C -2.595 -0.571 -2.875
79 H -4.527 3.990 1.665
80 H 2.077 4.457 -0.256
81 C -2.139 1.036 2.259
82 F -5.556 4.699 -0.327
83 P -0.361 4.963 3.330
84 H -3.054 0.381 -3.184
85 H 4.789 -0.759 2.857
86 N 3.632 -6.753 -2.896
87 H 1.602 4.087 3.164
88 H 0.565 2.450 2.388
89 H -2.390 5.080 -0.149
90 C -4.400 5.282 -0.662
91 H -5.477 5.508 3.629
92 H -3.256 -1.931 -4.882
93 H 2.414 -4.393 -0.070
94 H -2.391 0.175 5.341
95 P 4.260 -5.856 -1.498
96 C 3.023 1.747 1.355
97 H -0.226 1.070 4.486
98 H 1.188 -5.221 -1.043
99 H 1.596 -7.735 -1.585
100 H 7.679 -7.047 -1.459
101 H -1.782 -1.951 -5.791
102 O 0.274 -0.922 -2.340
103 H 0.717 1.626 -6.725
104 N -1.650 -1.068 -3.866
105 H 1.270 -0.011 -6.552
106 H -3.612 3.665 6.702
107 H 3.143 -0.984 4.408
108 C 5.469 -8.209 -0.623
109 H -1.680 1.791 -4.155
110 H 5.121 -8.170 -3.451
111 H 2.156 -2.558 -3.094
112 C 2.724 -5.906 -3.701
113 N -4.571 4.005 4.806
114 C -3.948 4.595 -1.997
115 H -2.895 4.218 3.091
116 H 2.119 1.347 1.798
117 H 4.791 -8.909 -1.118
118 C 0.625 3.037 0.376
119 C 4.218 1.146 2.108
120 C 0.964 0.862 -5.986
121 H 6.429 -8.727 -0.597
122 H -4.381 0.967 3.716
123 C 0.674 -2.619 -5.310
124 H -1.020 2.514 -5.607
125 H -4.333 -1.062 2.988
126 C 2.304 -1.747 -3.818
127 C -4.258 1.918 3.224
128 H 5.312 -6.587 -4.220
129 C 6.888 -6.364 -1.138
130 H 3.108 -2.036 -4.501
131 H -2.368 1.744 -0.174
132 H 2.887 -8.511 -0.657
133 C -3.375 -1.228 2.509
134 H 1.515 4.752 1.340
135 Br -2.591 5.579 -2.970
136 O 0.020 6.362 2.643
137 C -5.078 2.920 4.041
138 H 7.003 -5.451 -1.721
139 H -2.106 -0.414 -1.916